Density functional theory data (ωB97M-V/def2-TZVPD) for one molecule with the formula C4H7FOS in a non-equilibrium geometry.

Last column: natural (NBO) charge in e.
Atoms and positions in Å:
C1 0.15174 1.51777 -0.83550  -0.627
C2 0.36209 0.22452 -0.12010  -0.202
S1 2.07742 -0.34068 0.19305  -0.035
C3 -0.64487 -0.97550 -0.27747  0.055
O1 -1.80314 -0.85974 -1.05322  -0.684
C4 -0.58298 -0.20344 0.97273  0.149
F1 -1.63230 0.67747 1.10219  -0.350
H1 0.41414 1.43529 -1.91217  0.219
H2 0.82048 2.30804 -0.46593  0.226
H3 -0.90148 1.76233 -0.77911  0.235
H4 2.61496 0.14291 -0.96353  0.138
H5 -0.19954 -1.93202 -0.33668  0.201
H6 -2.42101 -0.31770 -0.48613  0.481
H7 -0.16636 -0.54737 1.92284  0.192

Output
Kohn-Sham gap = 0.3546 hartree
SMILES string = C[C@]1(S)[C@H](O)[C@@H]1F
net charge = 0
E_HOMO = -8.8589 eV